Record 1
65
Properties=species:S:1:pos:R:3:forces:R:3 method="wB97M-V/def2-TZVPD" gap_ev=7.84 lumo_energy_ev=0.606 e_homo_ev=-7.2332 energy_ha=-4225.8856
Bi 0.29102 -0.74916 -0.49981 0.0 0.0 0.0
C 3.34649 0.32122 -0.49523 0.0 0.0 0.0
N 2.28863 0.44258 0.52406 0.0 0.1 0.0
C 2.02336 1.86728 0.79675 0.0 0.0 0.0
C 2.59951 -0.27592 1.75260 0.0 0.0 0.0
C 3.86068 -0.18492 2.32303 0.0 0.0 0.0
C 4.17799 -0.87600 3.47971 0.0 0.0 0.0
C 3.21070 -1.68689 4.05937 0.0 0.0 -0.1
C 1.94756 -1.77693 3.50578 0.0 0.0 0.0
C 1.59208 -1.05127 2.35628 -0.1 -0.1 0.1
N 0.34626 -1.12913 1.75703 0.1 0.1 -0.1
C -0.82643 -1.40816 2.43062 0.0 0.0 0.0
C -1.04619 -1.16834 3.79486 0.0 0.0 0.0
C -2.29463 -1.35414 4.36606 0.0 0.0 0.0
C -3.36995 -1.77718 3.60069 0.0 0.0 0.0
C -3.17534 -2.01242 2.24699 0.0 0.0 0.0
C -1.93164 -1.83683 1.66618 0.0 0.0 0.0
N -1.70754 -2.09447 0.25522 0.0 0.1 0.0
C -1.24140 -3.47696 0.05402 0.0 0.0 0.0
C -2.86337 -1.80698 -0.60666 -0.1 0.0 0.0
H 4.25874 0.84345 -0.19627 0.0 0.0 0.0
H 3.57815 -0.73207 -0.64994 0.0 0.0 0.0
H 2.98433 0.74525 -1.43010 0.0 0.0 0.0
H 2.92778 2.35338 1.17819 0.0 0.0 0.0
H 1.70346 2.35877 -0.12192 0.0 0.0 0.0
H 1.23210 1.95788 1.53624 0.0 0.0 0.0
H 4.61404 0.43766 1.85736 0.0 0.0 0.0
H 5.16554 -0.79373 3.91258 0.0 0.0 0.0
H 3.44544 -2.26419 4.94470 0.0 0.0 0.0
H 1.21195 -2.43465 3.94801 0.0 0.0 0.0
H -0.23471 -0.79164 4.40172 0.0 0.0 0.0
H -2.42748 -1.14655 5.42054 0.0 0.0 0.0
H -4.34674 -1.91593 4.04293 0.0 0.0 0.0
H -4.01142 -2.33295 1.63978 0.0 0.0 0.0
H -2.01645 -4.19193 0.34650 0.0 0.0 0.0
H -0.99434 -3.62800 -0.99801 0.0 0.0 0.0
H -0.35356 -3.65076 0.66212 0.0 0.0 0.0
H -3.67366 -2.52572 -0.45096 0.0 0.0 0.0
H -3.22672 -0.80216 -0.39608 0.0 0.0 0.0
H -2.54726 -1.84920 -1.64692 0.0 0.0 0.0
C -2.48672 3.41325 0.09815 0.0 0.0 0.0
C -2.04386 3.03994 -1.16288 0.0 0.0 0.0
C -1.28408 1.88898 -1.32465 0.0 0.0 0.0
C -0.94858 1.09746 -0.22836 0.0 0.0 0.1
C -1.39358 1.48478 1.03559 0.0 0.0 0.0
C -2.16096 2.63216 1.19736 0.0 0.0 0.0
H -3.08148 4.30918 0.22400 0.0 0.0 0.0
H -2.29263 3.64460 -2.02606 0.0 0.0 0.0
H -0.95005 1.61980 -2.31477 0.0 0.0 0.0
H -1.13930 0.90689 1.91364 0.0 0.0 0.0
H -2.49998 2.91079 2.18754 0.0 0.0 0.0
Br -2.08160 -1.75309 -8.00740 0.0 0.0 0.0
C -0.70544 -0.90900 -7.00722 0.0 0.0 0.0
C 0.34118 -0.29880 -7.67994 0.0 0.0 0.0
C 1.34199 0.31973 -6.94383 0.0 0.0 0.0
C 1.29230 0.32463 -5.55794 0.0 0.0 0.0
C 0.23807 -0.29295 -4.89998 -0.1 0.0 0.0
C -0.77148 -0.91505 -5.62686 0.0 0.0 0.0
C 0.16926 -0.28867 -3.39479 0.1 0.0 0.0
O 1.08147 0.30204 -2.75716 -0.1 0.0 0.1
O -0.79884 -0.87448 -2.83773 0.0 0.0 0.0
H 0.36992 -0.30708 -8.76064 0.0 0.0 0.0
H 2.16227 0.79999 -7.46126 0.0 0.0 0.0
H 2.06379 0.80555 -4.97261 0.0 0.0 0.0
H -1.58856 -1.38824 -5.10190 0.0 0.0 0.0

=====

Record 2
77
Properties=species:S:1:pos:R:3:forces:R:3 method="wB97M-V/def2-TZVPD" spin_multiplicity=6 charge=-1 gap_ev="7.04 / 7.25" s_squared=8.75 lumo_energy_ev="2.034 / 2.034" e_homo_ev="-5.0065 / -5.2130" energy_ha=-6099.9459
Mn -0.19657 -0.55230 -0.45559 0.4 0.2 0.1
I 6.34068 2.24983 3.07686 0.1 0.0 0.0
C 4.82311 1.27722 2.02431 0.0 -0.1 0.0
C 4.92399 -0.08254 1.76326 -0.1 0.0 0.0
C 3.90895 -0.71306 1.06816 0.1 0.1 0.0
I 4.04980 -2.74690 0.64472 0.0 -0.1 0.0
C 2.76251 -0.03080 0.58057 -0.1 0.1 -0.1
O 1.86384 -0.62450 -0.10567 0.1 -0.3 0.0
C 2.70193 1.36270 0.87651 0.1 0.1 0.1
C 1.53789 2.16880 0.36631 0.0 0.0 0.1
N 0.25845 1.54796 0.70936 -0.1 0.0 0.0
C -0.89475 2.37225 0.39538 0.0 0.0 0.1
C -2.16790 1.63246 0.72968 0.0 0.0 0.0
C -3.38704 2.28635 0.86834 0.0 0.0 0.0
C -4.52484 1.53232 1.08569 0.0 0.0 0.0
C -4.41314 0.15216 1.18264 0.1 0.0 0.0
C -3.15971 -0.41178 1.05065 -0.1 0.0 0.0
N -2.06114 0.31337 0.82702 -0.1 -0.2 0.0
C 3.71397 1.98796 1.58905 -0.1 -0.1 0.0
H 5.78188 -0.64831 2.09957 0.0 0.0 0.0
H 1.56826 2.24356 -0.72243 0.0 0.0 0.0
H 1.60712 3.18806 0.77290 0.0 0.0 0.0
H 0.25045 1.29725 1.69424 0.0 0.0 0.0
H -0.87219 2.56736 -0.68112 0.0 0.0 0.0
H -0.89235 3.34776 0.90252 0.0 0.0 0.0
H -3.43391 3.36444 0.77825 0.0 0.0 0.0
H -5.49433 2.00813 1.15860 0.0 0.0 0.0
H -5.28154 -0.47666 1.31510 0.0 0.0 0.0
H -3.01812 -1.48499 1.09050 0.0 0.0 0.0
H 3.63282 3.04835 1.80031 0.0 0.0 0.0
Cl -0.93492 -2.28017 2.76649 0.0 -0.1 -0.1
C -0.73414 -3.30244 1.34108 0.0 0.1 0.2
C -0.41069 -2.69606 0.14583 0.0 0.2 -0.2
C -0.15351 -3.56958 -0.89799 0.1 -0.1 -0.1
Cl 0.40201 -2.87783 -2.41925 -0.1 -0.1 0.1
C -0.26198 -4.95252 -0.80838 0.0 0.0 -0.1
Cl 0.06988 -5.97802 -2.16409 0.0 0.0 0.1
C -0.64257 -5.51164 0.41012 0.0 0.0 0.0
Cl -0.80865 -7.22542 0.56500 0.0 0.1 0.0
C -0.87060 -4.68041 1.50291 0.0 0.0 0.1
Cl -1.30859 -5.37204 3.02825 0.0 0.0 0.0
C 1.56043 3.02768 -5.16752 0.0 0.0 0.0
N 1.13358 2.63450 -3.83172 -0.1 0.2 -0.1
C -0.10483 3.27458 -3.36684 0.1 0.0 0.0
P 1.44317 1.07323 -3.35927 -0.2 -0.3 0.2
O 0.50762 0.69940 -2.26999 0.0 0.3 0.0
N 3.04390 1.02919 -3.00676 0.2 -0.1 -0.1
C 3.96896 2.14201 -3.04462 0.0 0.0 0.1
C 3.65682 -0.26590 -2.71139 0.0 0.1 0.0
N 1.25945 0.01412 -4.61656 0.0 -0.1 -0.1
C 2.24099 -0.19366 -5.66097 0.0 0.0 0.0
C -0.07853 -0.45923 -4.95721 0.0 0.0 0.0
H 1.72697 4.10628 -5.20394 0.0 0.0 0.0
H 0.82293 2.76505 -5.93440 0.0 0.0 0.0
H 2.50276 2.54515 -5.42776 0.0 0.0 0.0
H -0.37674 4.05093 -4.08146 0.0 0.0 0.0
H 0.03851 3.74815 -2.39455 0.0 0.0 0.0
H -0.93981 2.57776 -3.29683 0.0 0.0 0.0
H 3.43185 3.08408 -3.11736 0.0 0.0 0.0
H 4.66215 2.05991 -3.89219 0.0 0.0 0.0
H 4.56419 2.15565 -2.12741 0.0 0.0 0.0
H 2.89783 -1.01863 -2.50757 0.0 0.0 0.0
H 4.27050 -0.17756 -1.81288 0.0 0.0 0.0
H 4.29378 -0.59862 -3.53879 0.0 0.0 0.0
H 3.21337 0.19131 -5.36031 0.0 0.0 0.0
H 1.94811 0.29765 -6.59708 0.0 0.0 0.0
H 2.34960 -1.26305 -5.86476 0.0 0.0 0.0
H -0.74365 -0.34928 -4.10521 0.0 0.0 0.0
H -0.03846 -1.51980 -5.21753 0.0 0.0 0.0
H -0.49027 0.08874 -5.81274 0.0 0.0 0.0
N -1.88714 -0.46877 -1.90074 -0.4 -0.2 0.2
C -2.89923 -0.04401 -2.26945 -0.2 0.2 -0.4
C -4.05200 0.53157 -2.82124 0.1 0.1 0.1
C -5.32519 0.34506 -2.22754 0.3 0.0 -0.1
N -6.35653 0.18977 -1.72977 0.0 0.0 0.0
C -3.87494 1.41998 -3.91416 -0.1 -0.1 0.2
N -3.70619 2.15477 -4.79068 0.0 0.0 0.0